7 unconnected molecules or ions with the total composition C21H41FO12S3 in a non-equilibrium geometry, computed with the ωB97M-V functional and the def2-TZVPD basis.

```
78
Properties=species:S:1:pos:R:3:forces:R:3
S -3.40652 -0.48699 -0.14752 -1.56 -0.22 -0.85
S 2.86579 1.25832 -4.31643 -0.83 0.24 0.80
S -3.47330 -2.16829 3.64098 0.39 0.45 0.10
F 2.31536 -1.24627 0.25652 0.21 -0.36 0.42
O 1.80363 -2.83168 -3.57176 0.56 0.00 -1.01
O 0.59291 -2.41906 6.86996 0.61 -0.30 0.67
O 1.91954 4.42471 -1.28952 -0.58 -0.38 0.11
O 3.50512 1.07521 -2.97212 0.08 0.46 -0.55
O -4.81760 -0.94751 -0.46484 0.66 0.13 0.57
O 0.00300 -2.76113 -2.24891 -0.23 -0.09 -0.45
O 0.54735 -1.18237 5.00286 0.14 -0.04 -0.21
O 2.33311 -2.40101 5.60387 0.82 -0.50 0.35
O -0.00472 5.30243 -0.86659 -0.54 -0.17 -0.22
O -0.03405 -3.64682 -4.34116 -0.22 -0.10 -0.02
O 1.82046 6.64161 -0.98576 -0.46 0.10 -0.01
O -3.00114 -0.92640 2.93519 -0.41 -0.65 0.26
C -0.74377 -2.04941 7.19529 -0.17 0.51 -0.51
C 0.53918 -0.37823 1.56322 -0.46 -0.46 0.87
C 1.06567 1.29254 -3.94921 0.21 -0.12 -1.58
C -2.33280 -1.89916 -0.53986 0.38 1.12 -0.36
C -0.57525 1.61466 0.80883 0.50 0.17 -0.31
C -1.45878 -3.67745 -4.27791 -0.50 0.10 -0.19
C -2.01264 -3.26589 3.52245 -0.58 0.45 -0.04
C -3.02409 0.58595 -1.56324 0.63 -0.95 -1.12
C 2.59361 -2.18978 -2.57481 -0.34 0.26 0.89
C -0.84308 6.44939 -0.72435 -0.08 0.35 0.57
C 0.53306 -3.05226 -3.29707 0.38 0.19 0.94
C -4.64916 -3.01273 2.55407 0.81 -0.48 -0.57
C 1.12349 -1.93284 5.75439 -1.40 0.69 -0.19
C 3.02853 -2.00281 4.43810 0.35 0.59 -0.97
C 1.29468 0.71483 -0.43711 0.11 0.86 0.22
C 3.31206 4.51023 -1.57893 0.17 0.48 0.19
C -0.43252 0.59313 1.74245 -0.43 0.51 -0.53
C 1.38053 -0.30388 0.48558 -0.09 0.22 -0.52
C 0.32813 1.70540 -0.25253 -0.06 -0.66 -0.07
C 1.27511 5.56764 -1.03785 1.35 0.11 -0.14
C 2.94832 2.99659 -4.88072 0.56 -0.44 0.17
H -2.21822 -4.29898 3.79482 -0.09 -0.05 -0.21
H 2.71529 -2.86744 -1.73197 0.21 0.02 -0.02
H 0.85102 0.39170 -3.38238 -0.06 0.28 0.46
H -5.47854 -2.34865 2.32860 -0.04 0.06 0.27
H -1.13734 0.53102 2.55941 0.09 -0.19 0.07
H 2.53378 3.71834 -4.18046 -0.27 -0.21 0.04
H -1.32920 -1.46443 -0.57626 0.09 -0.40 0.23
H -4.95114 -3.96796 2.98479 -0.21 0.22 0.33
H -1.81900 -2.68206 -4.02517 -0.15 -0.03 -0.01
H -0.96286 -1.01925 6.91234 0.15 -0.06 -0.20
H 2.45109 2.99696 -5.84974 -0.09 0.17 0.02
H 0.53649 1.18463 -4.90473 0.16 -0.07 -0.02
H -1.94846 0.77041 -1.58047 -0.10 0.42 0.15
H -4.16939 -3.26440 1.60540 0.08 0.24 -0.02
H -1.40342 -2.71247 6.63813 -0.27 0.00 0.31
H 3.85380 5.09117 -0.83247 -0.18 -0.05 0.15
H -1.36765 2.34774 0.88241 0.00 0.00 0.20
H -0.86345 -2.10870 8.27185 0.09 -0.44 -0.01
H -2.43859 -2.63322 0.24981 0.06 0.07 0.17
H -1.66122 -3.10375 2.50413 0.10 -0.37 -0.05
H 2.05400 0.81807 -1.20450 -0.11 -0.15 -0.10
H 4.00387 3.23308 -5.01925 -0.01 -0.08 -0.09
H -3.64187 1.47351 -1.67646 0.09 0.16 0.92
H 0.28380 2.49832 -0.98603 -0.13 0.16 0.15
H -0.53633 7.01374 0.15671 0.02 0.07 -0.10
H -1.86828 -4.39403 -3.56753 0.38 -0.02 0.24
H 0.54815 -1.18135 2.29147 0.39 -0.07 -0.14
H 3.66958 3.48551 -1.58228 0.02 -0.01 -0.29
H -1.28190 -2.84447 4.21089 -0.04 0.11 -0.02
H 3.44022 5.03575 -2.52596 0.16 -0.25 -0.10
H -1.81811 -3.96588 -5.26173 0.19 0.09 -0.10
H -1.85536 6.09184 -0.56370 0.05 -0.19 -0.12
H 3.54298 -1.86399 -2.98516 -0.02 -0.39 -0.35
H 2.58250 -2.40541 3.52755 -0.07 -0.28 0.17
H 0.74344 2.25702 -3.56555 0.17 -0.21 0.71
H 3.04830 -0.92204 4.28391 -0.19 0.02 0.40
H 4.05611 -2.33791 4.53328 -0.09 -0.23 0.15
H -3.25441 0.04772 -2.49219 0.03 -0.39 0.27
H -0.80321 7.09831 -1.59664 0.11 -0.10 -0.07
H -2.53129 -2.35282 -1.50938 -0.32 0.18 0.02
H 2.10556 -1.29630 -2.19100 -0.19 -0.08 -0.10
```
Positions in Å, forces in eV/Å.

A molecular structure, C22H25MgN2O4S5Se, computed with the ωB97M-V functional and the def2-TZVPD basis.

```
60
Properties=species:S:1:pos:R:3:forces:R:3
Se 1.50282 3.28716 -1.69407 0.02 -0.01 -0.28
S -2.06467 -1.01256 1.04743 -0.02 0.06 -0.03
S 0.47671 1.47459 1.92394 -0.09 -0.02 -0.15
S 0.92094 -2.13039 0.85270 -0.06 0.01 0.04
S -2.46471 2.07911 -0.19673 -0.02 0.19 -0.07
S 3.21431 -0.00532 0.25718 0.00 0.06 -0.02
Mg -0.36411 1.54823 -1.30129 -0.10 0.13 0.28
O -1.03301 0.53075 -2.95649 -0.09 -0.10 -0.21
O 1.97835 -4.89549 -2.14284 -0.14 -0.13 0.15
O 1.40514 -6.03551 -3.87424 -0.15 -0.16 0.14
O 0.50093 -0.28592 -1.61422 -0.08 -0.07 -0.06
N 1.58545 2.68766 -4.63837 0.01 -0.01 -0.08
N 1.35727 -5.04101 -3.17378 0.36 0.47 -0.45
C -1.86508 0.01315 2.52418 -0.02 -0.03 -0.01
C -0.43877 0.30194 2.96743 0.03 -0.01 0.03
C 3.59203 -1.59510 1.03698 0.02 -0.03 0.04
C -0.87666 -2.96632 -5.32031 0.00 -0.03 -0.02
C -0.24922 -0.39609 -2.62164 0.09 0.08 0.08
C -0.20576 -1.66406 -3.41137 0.06 -0.08 0.03
C 0.54988 -2.72681 -2.93138 -0.10 0.02 -0.10
C -1.47225 5.79068 1.17620 -0.02 0.02 0.02
C -2.67185 6.24735 1.70558 0.02 -0.04 -0.03
C 0.56329 -3.89134 -3.67178 0.04 -0.27 0.23
C -1.38689 4.53584 0.59438 0.05 -0.04 -0.03
C -3.70229 4.16829 1.05230 -0.05 -0.04 0.00
C 1.54159 2.90849 -3.50577 0.06 0.04 0.40
C -2.50047 3.69580 0.51451 0.09 -0.08 0.05
C 3.26701 1.15667 1.63751 0.05 0.02 0.03
C -0.91664 -1.78159 -4.59732 0.02 -0.01 0.00
C -0.13169 -4.03994 -4.85863 -0.08 0.07 -0.06
C -0.19061 -2.99314 1.98781 -0.03 -0.01 0.02
C -3.78614 5.42144 1.63762 -0.01 0.03 0.02
C -1.66055 -2.66001 1.68176 0.03 -0.07 0.07
C 2.11281 1.14888 2.63696 0.09 0.02 0.00
C 2.45692 -2.30292 1.78304 0.09 0.01 0.03
H -1.49036 -0.92973 -4.93645 -0.01 0.00 0.00
H 0.05630 -2.70451 3.01300 0.03 0.04 -0.01
H 3.34133 2.13584 1.15908 -0.03 -0.02 -0.04
H -4.57881 3.53390 1.00151 0.00 -0.01 -0.01
H 0.14113 -0.61840 2.96605 0.02 -0.01 0.04
H 4.19945 1.00393 2.18945 0.01 0.02 0.00
H 2.06634 0.18622 3.14340 0.00 -0.03 -0.01
H -0.58813 6.41621 1.21155 0.00 0.00 0.00
H -2.39437 -0.47706 3.34650 0.01 0.00 0.00
H 2.31706 -1.86931 2.77707 -0.01 0.00 0.01
H 2.31984 1.90427 3.39999 0.01 -0.02 0.00
H -0.45776 0.69943 3.98595 -0.02 0.01 -0.01
H 1.09296 -2.63431 -2.00222 0.00 0.00 0.01
H -2.73767 7.22858 2.15780 0.00 0.01 0.01
H -2.39316 0.93629 2.28528 -0.01 -0.01 0.00
H 4.45838 -1.48590 1.69470 -0.01 -0.01 0.00
H -0.08209 -4.97480 -5.39644 0.00 0.01 0.01
H -1.42705 -3.05691 -6.24718 0.00 0.01 0.00
H -2.02723 -3.33895 0.91063 -0.02 0.06 -0.05
H -4.73391 5.75676 2.04306 -0.01 0.00 0.00
H 2.72632 -3.35379 1.91887 -0.02 0.00 -0.01
H 3.90278 -2.21942 0.19735 0.00 0.01 -0.01
H -0.44220 4.20596 0.18340 -0.01 0.02 0.00
H -2.26138 -2.84255 2.57636 0.00 -0.06 -0.01
H -0.05184 -4.07426 1.91396 0.00 -0.01 0.04
```
Positions in Å, forces in eV/Å.

Results
Charge: -1

A single C7H10 molecule, computed with the ωB97M-V functional and the def2-TZVPD basis.

```
17
Properties=species:S:1:pos:R:3:forces:R:3
C 1.63352 0.80118 0.58596 0.09 0.22 0.01
C -0.49482 -0.12768 -0.06963 -0.04 0.17 -0.11
C 1.56062 -0.67715 0.36075 0.08 -0.10 -0.09
C -1.97195 -0.37765 -0.11523 -0.06 -0.26 0.09
C 0.62476 -0.92361 -0.82513 -0.09 0.10 -0.21
C -1.45440 0.95261 -0.57904 0.18 0.06 -0.04
C 0.45900 0.02965 1.12020 -0.28 0.16 0.15
H 1.43587 1.44504 -0.26930 0.13 0.03 0.16
H 0.38429 -1.98208 -0.98985 -0.12 0.28 0.18
H 2.32964 -1.34460 0.74866 -0.33 0.11 -0.16
H -1.68656 1.81237 0.05405 0.36 -0.29 -0.02
H 0.25465 -0.04731 2.18606 -0.16 0.10 -0.28
H -2.55203 -0.39270 0.80374 0.18 -0.10 -0.06
H -1.54758 1.19383 -1.63870 0.28 -0.24 0.20
H 2.37191 1.18122 1.28495 -0.12 -0.18 0.00
H 0.99852 -0.50316 -1.76487 -0.20 0.00 0.00
H -2.34545 -1.03996 -0.89262 0.11 -0.05 0.19
```
Positions in Å, forces in eV/Å.

Results for E: -3021.98555; -5856.41954; -272.62553 (in a.u., following the order of the records).